ORCA calculation (ωB97M-V/def2-TZVPD) on a gas-phase ion, C4H8N (charge +1).

structure (SMILES)	C1C[C@H]2[NH2+][C@@H]12
charge	+1
ΔE to the lowest compared entry with this formula, charge and spin	1.211	eV
multiplicity	1

Last column: natural (NBO) charge in e.
Geometry (Å):
C  0.98894  -0.76472  -0.06584  -0.418
C  0.99407  0.79073  -0.06680  -0.403
C  -0.43665  0.79014  0.51851  -0.001
N  -1.30445  -0.05468  -0.42753  -0.569
C  -0.44752  -0.73231  0.53112  -0.038
H  1.04880  -1.22966  -1.08386  0.233
H  1.83275  -1.21863  0.47692  0.272
H  1.73708  1.27757  0.57749  0.266
H  0.92806  1.20094  -1.03954  0.222
H  -0.82023  1.46146  1.16383  0.244
H  -1.20251  0.02582  -1.50481  0.453
H  -2.36432  -0.08611  -0.33279  0.468
H  -0.95402  -1.46057  1.25330  0.272

Cartesian forces, eV/Å:
0.20 -0.42 -1.04
-1.13 -0.45 0.45
1.67 -3.59 -1.78
-2.13 1.68 -2.67
0.67 -1.19 1.64
-0.24 0.36 0.80
-0.86 0.15 0.36
-0.36 -0.16 -0.28
0.70 0.77 -1.00
-1.85 2.03 1.78
0.77 -0.48 2.19
1.78 0.12 0.82
0.78 1.16 -1.27

ORCA calculation (ωB97M-V/def2-TZVPD) on a gas-phase ion, C4H8N (charge +1).

structure (SMILES)	C=C=[NH+]CC
charge	+1
ΔE to the lowest compared entry with this formula, charge and spin	2.883	eV
multiplicity	1

Last column: natural (NBO) charge in e.
Geometry (Å):
C  2.61637  -0.14430  -0.08653  -0.421
C  1.36592  0.50121  -0.01044  0.476
N  0.06872  1.02497  0.33650  -0.487
C  -1.28590  0.53425  -0.08863  -0.219
C  -1.42442  -1.02910  -0.06394  -0.645
H  3.19823  0.02902  -0.98854  0.311
H  2.72612  -0.59088  0.96437  0.326
H  0.17341  2.04900  0.34407  0.445
H  -1.97766  0.89652  0.72183  0.253
H  -1.32328  1.01347  -1.06776  0.233
H  -0.89073  -1.30689  0.82553  0.223
H  -2.51090  -1.40232  -0.16810  0.274
H  -0.73589  -1.57497  -0.71836  0.230

Cartesian forces, eV/Å:
-6.27 2.89 2.05
-1.84 -0.58 1.33
7.09 -1.85 -2.08
-0.05 -1.31 0.43
0.20 0.52 -0.52
0.29 -0.59 0.37
0.84 0.37 -1.79
-0.29 -0.36 0.61
0.62 0.22 -1.23
-1.15 -0.14 0.10
-0.81 -0.36 1.34
1.97 0.73 0.39
-0.60 0.47 -0.99

ORCA calculation (ωB97M-V/def2-TZVPD) on a gas-phase ion, C4H8N (charge +1).

structure (SMILES)	[NH3+][C@H]1C=CC1
charge	+1
ΔE to the lowest compared entry with this formula, charge and spin	1.920	eV
multiplicity	1

Last column: natural (NBO) charge in e.
Geometry (Å):
N  1.62791  0.02543  0.28680  -0.700
C  0.31447  -0.13541  -0.46846  -0.092
C  -0.66950  -1.20375  -0.05948  -0.240
C  -1.62366  -0.33976  0.21910  -0.097
C  -0.99302  1.00513  -0.03361  -0.379
H  1.89868  0.77095  -0.40338  0.465
H  2.37350  -0.57281  0.11396  0.436
H  1.50793  0.21080  1.26591  0.449
H  0.58698  0.03166  -1.58270  0.224
H  -0.37567  -2.18609  0.04950  0.233
H  -2.56051  -0.56926  0.60717  0.225
H  -1.42067  1.52148  -0.89066  0.252
H  -0.66645  1.44163  0.89587  0.223

Cartesian forces, eV/Å:
-1.57 2.58 -2.73
-1.98 1.24 -1.88
1.87 2.75 -0.31
-0.15 -0.39 0.34
2.47 -3.64 -0.72
0.47 0.60 2.18
1.29 -2.56 -0.09
0.19 0.68 0.52
-0.42 -0.72 1.74
-0.37 -2.17 0.15
-1.79 -0.07 0.41
0.36 0.68 0.47
-0.37 1.02 -0.08

| no. | highest occupied orbital energy (eV) | strongest force on any atom (Eh/bohr) | Kohn-Sham gap (Eh) |
| --- | --- | --- | --- |
| 1 | -16.214 | 0.08436 | 0.465 |
| 2 | -16.136 | 0.14810 | 0.387 |
| 3 | -14.561 | 0.08667 | 0.393 |